(1)
The following is a quantum chemistry calculation of C20H43IrN2OP3S as an isolated structure in a non-equilibrium geometry, from OMol25.

- charge = +4
- strongest force on any atom (eV Å⁻¹) = 3.9
- LUMO (spin up / spin down) (eV) = -12.15 / -16.14
- spin multiplicity = 6
- E_HOMO (spin up / spin down) (eV) = -18.4 / -21.6
- orbital gap (spin up / spin down) (eV) = 6.215 / 5.438

Last column: Mulliken spin population.
CARTESIAN COORDINATES (ANGSTROEM)
Ir1 0.21554 0.23190 0.10820  0.692
P1 1.58997 -0.69779 1.55024  -0.025
P2 1.45110 2.25588 0.03397  0.164
P3 -0.91971 -1.91937 -0.13897  0.088
H1 -0.20167 3.06352 -4.81574  -0.027
C1 -0.41783 2.10017 -4.33079  0.838
C2 -1.77374 1.88854 -3.81136  0.150
H2 -1.86849 2.45884 -2.85834  0.043
C3 3.05145 -1.37033 0.65009  0.008
C4 2.27562 0.41220 2.82844  0.021
C5 1.09713 -2.09530 2.62785  0.009
C6 0.92205 3.33590 -1.33281  0.026
C7 1.14211 3.25464 1.53106  0.022
C8 3.26104 2.08856 -0.17429  -0.001
C9 -2.31342 -1.83602 -1.30553  0.020
C10 -1.74887 -2.71975 1.27534  0.004
C11 0.20712 -3.19083 -0.83023  0.022
H3 0.07063 1.22505 -4.79100  0.085
H4 -2.57647 2.24214 -4.49071  0.042
H5 3.86118 -1.55235 1.36684  -0.001
H6 3.41794 -0.65073 -0.09210  -0.003
H7 2.79590 -2.32430 0.17003  0.002
H8 3.01805 -0.15020 3.41050  0.001
H9 1.46614 0.70801 3.51485  -0.005
H10 2.78013 1.28787 2.40327  0.005
H11 1.01211 -3.03142 2.06828  0.001
H12 0.14652 -1.87995 3.12968  -0.006
H13 1.87723 -2.23633 3.39116  0.003
H14 1.35355 4.33681 -1.18908  0.002
H15 -0.17315 3.40627 -1.34088  0.001
H16 1.24446 2.93233 -2.30100  -0.011
H17 2.08557 3.66752 1.90896  0.001
H18 0.65197 2.65876 2.30998  -0.005
H19 0.46574 4.07195 1.26194  0.006
H20 3.70003 3.08427 -0.32577  0.001
H21 3.45692 1.48528 -1.07026  0.002
H22 3.74650 1.61314 0.68477  0.000
H23 -2.98567 -2.68787 -1.14459  0.000
H24 -1.95457 -1.83093 -2.34249  -0.004
H25 -2.86790 -0.90718 -1.12577  -0.004
H26 -2.64872 -3.23195 0.91118  0.006
H27 -2.05095 -1.97465 2.02040  0.001
H28 -1.09983 -3.45960 1.75223  0.001
H29 -0.37450 -3.93725 -1.39106  0.001
H30 0.75093 -3.69959 -0.02265  0.001
H31 0.92219 -2.71788 -1.51541  -0.005
C12 -0.61488 0.20640 -2.81312  0.377
C13 0.52139 -0.43611 -3.37085  0.318
C14 0.31578 -1.30961 -4.43332  0.306
C15 -0.96090 -1.34618 -5.03976  0.292
C16 -2.00942 -0.54790 -4.66385  0.286
C17 -1.92168 0.36855 -3.50089  0.234
O1 -0.59197 0.83881 -1.69527  0.467
H32 1.34237 -0.08095 -1.08859  0.013
H33 1.50679 -0.04275 -3.05493  -0.024
H34 1.16462 -1.89381 -4.80920  0.012
H35 -1.07331 -2.03824 -5.87812  -0.002
H36 -2.97198 -0.58731 -5.17323  -0.027
H37 -2.80294 0.26220 -2.83583  0.014
S1 -1.62006 1.18742 1.28528  0.534
C18 -1.55876 0.60413 2.90651  0.000
N1 -0.72831 0.98497 3.89951  0.007
C19 -1.10703 0.42539 5.17676  -0.002
C20 -2.26281 -0.49185 4.83491  0.004
N2 -2.40105 -0.31977 3.40329  0.012
H38 -0.15440 1.80596 3.83496  -0.001
H39 -1.41288 1.19729 5.88412  0.000
H40 -0.27237 -0.11344 5.62247  0.002
H41 -3.19200 -0.21052 5.34259  0.000
H42 -2.03414 -1.53060 5.09445  0.000
H43 -3.22135 -0.64010 2.90366  0.006



(2)
The following is a quantum chemistry calculation of C33H44BF4N2P2Si2TeTi as an isolated structure, from OMol25.

- charge = -1
- strongest force on any atom (eV Å⁻¹) = 0.4
- LUMO (spin up / spin down) (eV) = 2.19 / 2.18
- spin multiplicity = 3
- E_HOMO (spin up / spin down) (eV) = -3.3 / -4.6
- orbital gap (spin up / spin down) (eV) = 5.467 / 6.748

Last column: Mulliken spin population.
CARTESIAN COORDINATES (ANGSTROEM)
Ti1 -0.94213 -1.18845 -0.58098  1.831
C1 3.20878 -2.78616 -0.76094  0.010
Si1 2.22998 -1.78011 -2.02032  -0.003
C2 3.48193 -0.85057 -3.07254  -0.001
C3 1.35953 -2.99720 -3.15464  -0.002
N1 1.09147 -0.78646 -1.22513  0.019
P1 0.83366 0.82172 -1.22981  -0.112
C4 -0.66827 1.20211 -0.62677  0.127
P2 -1.06648 1.08944 0.98712  -0.078
N2 -1.00153 -0.46514 1.48071  0.030
Si2 -1.45198 -1.25399 2.92924  -0.036
C5 -3.27290 -1.70128 2.94943  0.007
C6 -1.06923 -0.29954 4.50993  0.001
C7 -0.46556 -2.85024 3.11164  0.033
C8 -0.06063 2.11915 2.11914  0.016
C9 1.06818 1.56242 2.71548  0.000
C10 1.91546 2.33908 3.49101  0.001
C11 1.64268 3.68649 3.68300  0.000
C12 0.52695 4.25454 3.08348  0.000
C13 -0.31554 3.47532 2.30190  0.000
C14 -2.75805 1.72408 1.24085  0.003
C15 -3.62153 1.75320 0.14895  -0.006
C16 -4.95289 2.10624 0.31465  0.001
C17 -5.43184 2.45400 1.57049  0.000
C18 -4.57332 2.44693 2.66102  0.000
C19 -3.24490 2.07970 2.49566  0.001
C20 0.96964 1.36792 -2.96777  -0.011
C21 0.19898 0.65152 -3.88764  0.016
C22 0.18324 1.00943 -5.22455  0.002
C23 0.94872 2.08235 -5.66839  0.000
C24 1.73110 2.78554 -4.76571  0.000
C25 1.74044 2.43060 -3.42099  0.000
C26 2.21540 1.69518 -0.40377  0.021
C27 3.32985 1.01407 0.07107  -0.012
C28 4.34285 1.68835 0.74346  -0.001
C29 4.24600 3.05446 0.95568  0.001
C30 3.12432 3.74208 0.50693  -0.001
C31 2.11673 3.06609 -0.16097  -0.002
H1 3.72660 -3.62633 -1.23280  0.000
H2 3.96562 -2.17848 -0.25849  0.004
H3 2.54188 -3.18071 0.00831  -0.002
H4 4.22706 -1.55393 -3.45737  0.000
H5 2.99679 -0.37400 -3.92744  0.000
H6 4.01053 -0.07423 -2.51436  0.000
H7 2.04221 -3.75203 -3.55417  0.000
H8 0.56028 -3.50488 -2.60959  0.020
H9 0.89782 -2.47362 -3.99568  0.006
H10 -3.89534 -0.80367 2.91147  0.001
H11 -3.51548 -2.30457 2.07131  -0.002
H12 -3.54169 -2.26971 3.84465  0.000
H13 -1.47986 0.71121 4.53212  0.001
H14 -1.48499 -0.84711 5.36143  0.000
H15 0.00833 -0.21351 4.66506  0.000
H16 -0.48769 -3.17824 4.15568  -0.003
H17 0.57808 -2.69822 2.82416  -0.002
H18 -0.87850 -3.66813 2.51820  -0.006
H19 1.28119 0.51169 2.55661  0.004
H20 2.79454 1.89274 3.94026  0.000
H21 2.30188 4.29401 4.29151  0.000
H22 0.31227 5.30755 3.22223  0.000
H23 -1.18091 3.92521 1.82827  0.001
H24 -3.23480 1.48899 -0.82781  0.009
H25 -5.61429 2.10238 -0.54274  0.000
H26 -6.47166 2.73004 1.69894  0.000
H27 -4.93655 2.72375 3.64362  0.000
H28 -2.58426 2.08157 3.35472  0.000
H29 -0.36411 -0.21170 -3.54020  0.017
H30 -0.42297 0.44751 -5.92481  0.000
H31 0.93838 2.36251 -6.71466  0.000
H32 2.34118 3.61357 -5.10670  0.000
H33 2.36548 2.98397 -2.73202  0.001
H34 3.39618 -0.05694 -0.06984  0.007
H35 5.20345 1.14067 1.10945  0.000
H36 5.02957 3.58202 1.48618  0.000
H37 3.02595 4.80422 0.69568  0.000
H38 1.22566 3.59517 -0.48107  0.002
F1 -3.88771 -2.83279 -2.05485  0.003
B1 -3.46535 -1.52492 -1.88837  -0.024
F2 -3.24911 -1.26421 -0.49683  0.002
F3 -4.30432 -0.60382 -2.44874  0.001
F4 -2.11986 -1.39727 -2.44880  0.034
C32 -1.75180 -5.16935 -2.10261  0.020
Te1 -1.45687 -4.12906 -0.26331  0.038
C33 0.36735 -5.16026 0.14012  0.023
H39 -0.89190 -5.03768 -2.75476  0.002
H40 -2.63706 -4.74632 -2.56895  0.000
H41 -1.90463 -6.22437 -1.88693  -0.002
H42 0.16282 -6.22234 0.25669  -0.002
H43 0.78434 -4.76316 1.06302  -0.004
H44 1.06717 -4.99609 -0.67578  -0.004



(3)
The following is a quantum chemistry calculation of C9H13O as an isolated structure in a non-equilibrium geometry, from OMol25.

- charge = +1
- strongest force on any atom (eV Å⁻¹) = 6.1
- LUMO (eV) = -2.96
- E_HOMO (eV) = -14.2
- orbital gap (eV) = 11.239

Last column: natural (NBO) charge in e.
CARTESIAN COORDINATES (ANGSTROEM)
C1 0.80543 -1.73128 -1.67633  -0.081
C2 1.57445 -1.45962 -0.63789  -0.313
C3 -1.35073 0.32285 -1.58973  -0.510
C4 1.40819 0.14856 1.35173  -0.467
C5 -0.89556 1.28572 -0.48731  -0.449
C6 0.05507 0.74526 1.85564  -0.438
C7 -0.99403 -1.00500 -1.11847  0.133
C8 0.94399 -1.15510 0.62750  0.108
C9 -0.96027 0.37771 0.69778  0.076
O1 -0.57809 -0.92410 0.28134  -0.356
H1 0.96057 -2.13578 -2.62017  0.227
H2 2.61578 -1.66597 -0.62390  0.270
H3 -2.44689 0.49169 -1.76816  0.255
H4 -0.90388 0.47177 -2.55134  0.265
H5 1.83546 0.84930 0.57825  0.236
H6 2.06987 0.06328 2.33927  0.286
H7 0.02114 1.79165 -0.71615  0.242
H8 -1.65179 2.11804 -0.20732  0.262
H9 -0.18414 0.40816 2.90835  0.246
H10 0.01924 1.87784 2.13954  0.263
H11 -1.66484 -1.84226 -1.19434  0.233
H12 0.83617 -2.08694 1.29824  0.256
H13 -2.01343 0.24750 1.26894  0.255



(4)
The following is a quantum chemistry calculation of C21H25FeN3OS as an isolated structure in a non-equilibrium geometry, from OMol25.

- charge = -1
- strongest force on any atom (eV Å⁻¹) = 7.1
- LUMO (spin up / spin down) (eV) = 2.44 / 2.44
- spin multiplicity = 2
- E_HOMO (spin up / spin down) (eV) = -1.8 / -1.9
- orbital gap (spin up / spin down) (eV) = 4.201 / 4.342

Last column: Mulliken spin population.
CARTESIAN COORDINATES (ANGSTROEM)
Fe1 -2.38372 -0.51597 0.82296  0.340
N1 -2.27071 -1.52104 -1.46411  0.043
C1 -2.19978 -2.93757 -1.18238  -0.016
C2 -3.48003 -3.31341 -0.46791  0.004
N2 -3.58231 -2.45917 0.70217  0.009
C3 -3.21937 -2.99133 1.99967  -0.007
C4 -1.82375 -2.49876 2.37335  0.005
N3 -1.81973 -1.04076 2.39312  -0.060
H1 -2.90764 -1.29291 -2.21738  -0.011
H2 -1.35483 -1.15034 -1.68856  -0.006
H3 -1.35653 -3.07387 -0.50207  0.005
H4 -2.04752 -3.58654 -2.05902  0.002
H5 -3.46178 -4.38464 -0.22548  -0.001
H6 -4.33384 -3.13301 -1.12798  -0.002
H7 -4.48946 -2.02655 0.73993  -0.012
H8 -3.23115 -4.08936 2.02248  0.000
H9 -3.93712 -2.63718 2.74649  0.001
H10 -1.11706 -2.79978 1.59770  -0.003
H11 -1.52759 -2.96038 3.32772  0.004
H12 -0.87915 -0.67956 2.48399  -0.003
H13 -2.38664 -0.67821 3.14946  -0.008
C5 6.19374 1.75195 -2.60647  0.000
C6 6.75106 1.06681 -1.39289  0.000
O1 7.27920 1.62413 -0.47595  0.000
S1 6.56986 -0.74368 -1.43383  0.000
C7 4.87428 -0.79446 -0.87111  -0.005
C8 4.54347 -0.31828 0.39612  0.002
C9 3.22455 -0.27937 0.80293  -0.004
C10 2.18664 -0.71737 -0.04357  0.001
C11 2.54427 -1.18505 -1.32257  -0.005
C12 3.86324 -1.21688 -1.73124  0.002
C13 0.83041 -0.67572 0.35653  0.057
C14 -0.35228 -0.63541 0.71112  -0.051
H14 6.30899 2.83253 -2.51909  0.000
H15 5.13846 1.50364 -2.72231  0.000
H16 6.72310 1.40420 -3.49382  0.000
H17 5.33167 0.04207 1.04586  0.000
H18 2.97495 0.10915 1.78104  0.000
H19 1.76346 -1.50061 -2.00247  -0.001
H20 4.12458 -1.56359 -2.72396  0.000
C15 -2.84160 1.36752 0.72893  0.373
C16 -2.58348 2.72257 0.55371  -0.017
C17 -3.55825 3.75338 0.71638  0.171
C18 -3.23156 5.08415 0.56600  -0.107
C19 -1.93106 5.47782 0.25195  0.217
C20 -0.95578 4.49144 0.07153  -0.085
C21 -1.26330 3.15844 0.20388  0.134
H21 -4.57101 3.46720 0.97593  0.010
H22 -3.99694 5.84291 0.69941  -0.007
H23 -1.67920 6.52726 0.15990  0.023
H24 0.05969 4.78407 -0.17576  -0.007
H25 -0.51144 2.38952 0.06967  0.017